1.
129
Properties=species:S:1:pos:R:3:forces:R:3 method="wB97M-V/def2-TZVPD" max_force_ev_per_a=4.2 spin_multiplicity=1 e_homo_ev=-9.202 homo_lumo_gap_ev=8.9
Be 0.052 1.086 -2.306 0.43 -0.15 0.44
N -0.639 2.758 -4.662 2.37 2.43 -1.24
O -1.481 2.125 -4.082 -3.00 -1.83 1.64
O 0.543 2.500 -4.373 2.13 -1.28 1.41
O -0.825 3.680 -5.458 -1.16 -0.50 -0.03
F 0.547 -0.369 -0.351 -0.51 1.20 -1.58
C 1.834 5.303 -1.054 -1.25 0.41 -1.73
C 1.496 4.824 0.291 -0.19 -0.84 1.72
C 0.794 3.459 0.119 0.63 0.16 0.52
O 0.413 3.405 -1.287 0.06 -0.89 1.33
C 0.688 4.673 -1.851 0.34 0.46 -1.96
H 2.787 4.997 -1.488 0.12 0.06 0.45
H 1.721 6.381 -0.944 0.44 0.14 -0.98
H 0.780 5.484 0.781 0.16 0.28 -0.06
H 2.436 4.868 0.840 -0.32 -0.67 0.71
H -0.086 3.327 0.750 -0.13 0.29 -0.10
H 1.495 2.692 0.449 -0.07 -0.56 -0.85
H -0.150 5.368 -1.905 -0.61 -0.23 0.66
H 0.862 4.436 -2.901 0.55 0.27 -0.07
C -5.698 -2.710 0.678 1.60 -0.38 1.18
C -5.049 -1.322 0.591 0.30 -0.34 0.50
C -5.990 -0.686 -0.328 -0.28 0.36 -1.60
O -6.344 -1.748 -1.266 -1.27 1.65 -0.43
C -6.126 -3.029 -0.720 0.95 0.56 0.16
H -6.540 -2.665 1.369 0.07 -0.19 0.12
H -4.909 -3.387 1.006 -0.42 -0.44 0.44
H -4.076 -1.294 0.099 0.18 -0.65 0.23
H -4.978 -0.791 1.540 0.04 -0.21 0.09
H -5.503 0.095 -0.913 -0.23 0.11 -0.19
H -6.799 -0.215 0.231 -0.69 -0.34 -0.34
H -5.289 -3.440 -1.284 -0.01 -0.44 -0.03
H -6.977 -3.710 -0.763 -0.25 0.29 -0.19
C -0.586 0.944 4.636 0.99 -0.95 -0.53
C -1.599 1.849 5.212 -1.20 0.75 0.91
C -1.859 2.833 4.075 -0.39 -0.57 -0.10
O -0.738 2.759 3.186 0.26 0.37 -0.17
C 0.205 1.790 3.622 -0.50 -0.54 1.51
H -1.073 0.166 4.047 -0.10 -0.26 0.29
H 0.001 0.491 5.435 0.28 -0.19 -0.31
H -1.347 2.303 6.170 0.66 0.32 -0.20
H -2.486 1.282 5.494 -0.30 0.05 -0.33
H -2.063 3.863 4.367 0.24 -0.01 0.04
H -2.731 2.446 3.548 -0.14 0.35 -0.31
H 1.047 2.232 4.154 0.25 0.39 -0.37
H 0.551 1.141 2.817 0.08 0.42 -0.34
C -1.503 -3.107 -1.016 0.12 0.44 -0.17
O -2.616 -2.624 -1.818 -0.03 0.18 -0.67
C -2.478 -1.659 -2.758 1.20 0.41 1.11
O -1.498 -0.913 -2.818 -1.41 -0.71 -0.43
O -3.581 -1.658 -3.524 0.61 0.35 0.50
C -3.822 -0.461 -4.291 0.03 0.55 -0.14
H -1.939 -3.448 -0.077 -0.15 -0.13 -0.25
H -0.745 -2.364 -0.768 -0.20 0.60 -0.30
H -1.002 -3.923 -1.537 -0.26 -0.13 -0.05
H -2.889 -0.066 -4.692 -0.13 -0.09 -0.07
H -4.296 0.321 -3.698 0.28 -0.18 0.53
H -4.568 -0.644 -5.064 0.39 -0.66 -0.04
C 3.889 2.008 -4.339 -0.90 -0.21 0.65
O 4.441 1.370 -3.154 1.90 0.21 -2.82
C 3.736 1.207 -2.110 -1.50 -0.93 2.15
O 2.546 1.452 -2.000 0.34 -0.02 0.42
O 4.561 0.666 -1.166 -0.10 0.45 -0.35
C 3.986 0.212 0.068 -0.89 -0.22 -0.42
H 2.938 1.556 -4.624 -0.14 0.01 0.40
H 4.544 1.848 -5.196 0.46 0.27 0.59
H 3.710 3.041 -4.044 0.11 0.06 -0.59
H 4.719 -0.297 0.694 0.46 0.40 -0.50
H 3.250 -0.542 -0.211 -0.42 0.33 0.33
H 3.557 1.046 0.623 -0.12 -0.17 -0.03
C -0.481 -2.197 2.456 1.02 0.37 -0.22
O -1.815 -2.190 3.026 1.49 0.83 -1.00
C -2.247 -3.248 3.662 1.03 -3.11 1.15
O -1.564 -4.190 4.085 -1.49 1.91 -0.94
O -3.565 -3.138 3.742 0.45 3.09 -0.70
C -4.379 -4.163 4.116 0.15 -2.52 0.42
H -0.308 -2.852 1.602 -1.06 -0.09 -0.17
H 0.378 -2.481 3.063 -0.66 -0.08 1.15
H -0.257 -1.182 2.127 -0.47 -0.01 -0.15
H -3.985 -4.592 5.037 -0.40 -0.24 0.15
H -4.278 -4.904 3.323 -0.40 -0.50 0.17
H -5.429 -3.882 4.205 0.34 0.48 0.01
C 6.004 -3.417 -1.239 -0.04 0.49 0.23
O 5.262 -4.582 -0.842 -0.75 0.85 0.33
C 4.062 -4.452 -0.226 -0.83 -1.76 0.43
O 3.419 -5.457 0.045 0.86 1.90 -0.31
O 3.671 -3.182 0.042 1.59 0.15 -0.77
C 2.531 -2.990 0.845 -1.01 -0.50 1.06
H 5.379 -2.697 -1.768 0.02 -0.26 -0.32
H 6.847 -3.765 -1.836 -0.33 -0.05 -0.06
H 6.404 -2.854 -0.396 -0.03 -0.30 0.31
H 1.689 -3.531 0.414 -0.01 -0.03 0.23
H 2.240 -1.952 1.006 0.43 0.27 -1.09
H 2.733 -3.308 1.867 0.01 -0.71 -0.04
C -4.266 3.135 -2.211 -0.16 -0.54 -1.16
O -4.144 2.602 -0.904 0.57 0.26 1.03
C -3.028 1.990 -0.498 1.14 -0.91 -0.30
O -2.083 1.647 -1.221 -1.23 0.49 1.06
O -3.158 1.766 0.824 -1.24 1.71 -0.47
C -2.423 0.763 1.491 1.02 -1.10 -1.49
H -3.532 3.880 -2.519 0.24 -0.11 0.52
H -5.264 3.566 -2.288 0.12 -0.02 0.30
H -4.212 2.308 -2.919 0.14 0.12 -0.12
H -1.377 1.061 1.564 -0.02 -0.29 -0.20
H -2.598 -0.075 0.816 0.94 -0.60 0.53
H -2.778 0.480 2.483 -0.64 0.67 -0.21
C 4.286 -0.964 3.561 -0.63 -1.04 0.66
O 4.746 -0.005 4.535 -0.34 -3.39 -0.74
C 4.677 1.248 4.258 -0.54 2.56 -3.23
O 4.250 1.769 3.203 0.93 -1.10 2.78
O 5.233 1.816 5.300 1.15 2.03 0.71
C 5.421 3.264 5.351 -1.31 -0.36 0.63
H 4.892 -1.119 2.669 0.03 0.96 0.01
H 3.218 -0.858 3.369 0.15 0.62 -0.45
H 4.322 -1.946 4.033 0.30 0.18 0.54
H 5.617 3.733 4.387 -0.09 -0.33 0.07
H 6.154 3.536 6.111 0.47 -0.69 -0.38
H 4.496 3.605 5.817 -0.19 0.51 -0.55
C 2.392 -3.049 -2.994 0.59 -0.45 -0.13
O 2.266 -2.524 -4.305 -0.03 -1.03 -0.51
C 1.660 -1.407 -4.525 -1.30 2.90 -0.91
O 1.405 -0.491 -3.741 -0.06 -1.25 -0.28
O 1.404 -1.348 -5.852 0.48 -0.90 0.06
C 0.539 -0.352 -6.418 0.09 0.31 1.25
H 3.099 -2.401 -2.477 -0.48 -0.22 0.64
H 2.814 -4.038 -3.170 0.34 0.13 0.15
H 1.425 -3.257 -2.537 0.03 0.78 0.25
H 1.109 0.554 -6.626 -0.13 0.03 0.06
H -0.204 -0.175 -5.641 -0.29 0.49 -0.36
H 0.083 -0.728 -7.334 0.25 -0.28 0.23

---

2.
126
Properties=species:S:1:pos:R:3:forces:R:3 method="wB97M-V/def2-TZVPD" max_force_ev_per_a=0.5 spin_multiplicity=1 e_homo_ev=-8.854 homo_lumo_gap_ev=9.1
C -2.163 1.223 2.732 -0.01 0.13 -0.10
C -1.025 0.519 2.014 0.22 0.02 0.14
O -1.280 -0.876 1.781 -0.19 0.14 -0.04
P -2.038 -1.452 0.504 0.11 -0.33 -0.12
O -2.664 -2.753 0.781 0.02 0.15 -0.01
C -0.842 -1.539 -0.847 0.11 0.04 0.15
C 0.384 -0.610 -0.880 -0.18 -0.09 -0.43
C 0.279 0.705 -1.733 0.12 0.09 0.39
C 1.217 0.665 -2.976 -0.25 -0.09 0.10
C 0.671 0.003 -4.241 0.06 -0.09 -0.01
C 0.358 -1.500 -4.140 -0.01 -0.08 -0.05
S -1.382 -1.942 -4.441 -0.01 0.08 0.06
C -1.130 1.235 -2.059 0.00 0.23 -0.44
C -1.328 2.548 -1.272 0.12 0.01 -0.27
N 0.028 2.900 -0.863 -0.28 -0.14 0.31
C 0.867 1.824 -0.860 -0.23 -0.15 -0.11
O 1.910 1.764 -0.254 0.46 0.03 0.15
O -3.056 -0.310 0.047 -0.06 0.13 0.30
C -4.481 -0.533 0.120 -0.29 0.28 -0.21
C -5.048 -0.519 1.521 0.19 -0.34 0.10
H -2.704 0.524 3.369 0.08 0.02 0.08
H -2.870 1.671 2.035 -0.03 -0.11 -0.03
H -1.755 2.027 3.350 -0.05 -0.05 0.02
H -0.780 1.024 1.079 -0.06 0.00 -0.07
H -0.123 0.541 2.626 -0.01 -0.09 -0.02
H -1.428 -1.470 -1.766 0.03 -0.13 -0.01
H -0.493 -2.574 -0.761 0.00 0.03 -0.06
H 0.712 -0.368 0.129 -0.04 0.01 0.05
H 1.205 -1.196 -1.300 0.02 0.08 0.09
H 1.489 1.695 -3.232 -0.06 -0.02 -0.01
H 2.134 0.173 -2.655 0.05 0.09 -0.07
H -0.221 0.531 -4.585 0.03 0.00 0.02
H 1.414 0.146 -5.032 -0.01 0.01 0.04
H 0.567 -1.899 -3.148 0.04 0.00 -0.08
H 0.966 -2.071 -4.840 0.04 0.01 0.08
H -1.494 -1.283 -5.600 -0.05 -0.02 -0.08
H -1.945 0.538 -1.895 0.05 -0.07 0.21
H -1.184 1.482 -3.120 0.05 -0.02 0.03
H -1.996 2.433 -0.414 0.01 -0.04 -0.01
H -1.730 3.311 -1.940 -0.12 0.06 0.19
H 0.180 3.561 -0.114 0.01 0.10 -0.17
H -4.907 0.298 -0.449 0.09 -0.05 -0.04
H -4.736 -1.450 -0.407 0.17 -0.08 0.09
H -4.624 -1.324 2.125 0.07 0.06 -0.07
H -6.124 -0.701 1.461 0.00 0.18 0.00
H -4.859 0.437 2.006 -0.14 -0.02 0.03
Br 1.576 -4.894 -1.638 0.03 -0.03 -0.15
C 3.500 -4.693 -1.454 -0.10 -0.02 0.07
C 3.873 -3.272 -1.129 0.02 0.11 0.05
Br 3.717 -2.115 -2.679 0.01 -0.03 -0.01
H 3.951 -5.039 -2.378 0.03 0.02 0.01
H 3.793 -5.351 -0.638 0.01 0.00 0.00
H 4.913 -3.210 -0.817 0.02 -0.05 -0.03
H 3.226 -2.849 -0.362 0.01 0.01 0.01
Br -8.625 1.656 1.807 0.06 0.03 0.02
C -8.145 3.023 0.512 -0.03 -0.10 0.02
C -6.798 2.789 -0.112 0.05 0.06 -0.03
Br -5.338 3.247 1.100 -0.03 -0.01 -0.07
H -8.199 3.976 1.028 -0.04 0.02 -0.02
H -8.919 2.985 -0.251 0.01 0.01 -0.03
H -6.673 3.437 -0.978 0.01 0.00 0.03
H -6.650 1.754 -0.406 -0.02 -0.02 0.03
Br 7.207 -3.774 -2.615 0.12 -0.12 -0.10
C 8.012 -2.296 -1.637 -0.13 -0.08 0.06
C 7.476 -0.970 -2.101 0.09 0.12 -0.02
Br 8.227 -0.437 -3.814 -0.03 -0.03 0.00
H 9.087 -2.381 -1.757 0.00 0.01 -0.01
H 7.745 -2.467 -0.597 0.04 0.07 0.04
H 7.755 -0.188 -1.398 0.02 -0.03 0.03
H 6.397 -0.979 -2.226 0.00 0.00 0.04
Br -5.715 5.417 -2.869 -0.01 0.04 -0.04
C -5.742 7.017 -1.764 0.02 -0.06 -0.01
C -6.407 6.765 -0.438 -0.07 0.05 0.05
Br -8.342 6.624 -0.603 0.02 -0.07 0.00
H -6.248 7.785 -2.341 0.01 0.02 0.01
H -4.702 7.294 -1.614 0.00 -0.02 0.01
H -6.230 7.592 0.246 0.00 0.04 -0.04
H -6.064 5.842 0.020 0.02 -0.02 0.04
Br 6.162 -1.100 1.538 -0.08 -0.05 -0.03
C 7.411 -0.547 2.922 -0.05 0.01 -0.06
C 8.712 -0.068 2.337 0.07 -0.06 0.01
Br 9.802 -1.542 1.695 -0.08 0.00 0.00
H 7.540 -1.397 3.585 0.00 0.05 -0.05
H 6.911 0.257 3.458 0.02 0.02 -0.02
H 9.309 0.433 3.097 -0.02 -0.02 0.03
H 8.561 0.601 1.496 0.00 0.03 0.02
Br 3.485 -1.574 6.037 0.01 -0.02 0.00
C 4.627 -1.009 7.502 -0.05 -0.01 -0.06
C 5.927 -0.433 7.005 0.04 -0.02 -0.02
Br 7.123 -1.816 6.345 0.00 -0.01 0.08
H 4.781 -1.878 8.134 0.00 0.01 0.03
H 4.067 -0.252 8.047 0.00 0.01 -0.01
H 6.462 0.064 7.810 -0.01 -0.02 0.02
H 5.769 0.261 6.185 0.00 0.03 0.02
Br 13.874 -1.610 1.742 -0.04 -0.01 -0.02
C 14.367 -1.435 -0.128 0.02 -0.02 0.07
C 13.950 -0.108 -0.706 -0.06 0.04 -0.08
Br 12.037 -0.011 -1.028 0.04 0.02 -0.01
H 13.906 -2.267 -0.651 0.02 0.00 -0.02
H 15.449 -1.533 -0.163 0.00 0.01 0.00
H 14.421 0.039 -1.675 0.00 -0.01 0.00
H 14.197 0.720 -0.049 0.03 0.00 0.00
Br -11.563 4.017 0.676 -0.08 -0.01 0.00
C -12.405 5.050 -0.738 0.09 -0.02 0.01
C -12.683 6.469 -0.316 -0.06 0.02 0.02
Br -14.183 6.588 0.911 0.03 -0.01 0.01
H -13.311 4.518 -1.014 -0.01 0.02 -0.02
H -11.706 5.039 -1.572 0.01 0.01 0.00
H -12.953 7.072 -1.180 0.00 -0.01 -0.01
H -11.832 6.914 0.191 0.02 0.01 -0.03
Br -7.249 -1.055 -1.940 -0.10 0.04 -0.08
C -8.422 -2.604 -1.866 0.03 0.03 0.07
C -7.894 -3.744 -2.696 -0.02 -0.01 -0.07
Br -8.127 -3.429 -4.599 0.03 0.01 0.02
H -9.400 -2.271 -2.198 -0.01 -0.02 0.00
H -8.467 -2.889 -0.818 0.02 -0.01 0.00
H -8.444 -4.654 -2.472 -0.01 0.01 0.00
H -6.833 -3.907 -2.535 0.00 -0.02 0.03
Br 2.045 -7.202 3.884 -0.02 0.01 -0.02
C 2.840 -6.306 2.356 0.00 -0.04 0.04
C 2.697 -4.808 2.437 -0.05 0.04 -0.08
Br 0.885 -4.227 2.059 -0.04 0.10 0.12
H 2.352 -6.709 1.472 0.01 0.00 -0.02
H 3.891 -6.589 2.360 0.01 0.02 0.01
H 3.332 -4.337 1.688 0.01 0.01 0.01
H 2.955 -4.424 3.419 0.04 -0.01 0.00